54
Properties=species:S:1:pos:R:3:lowdin_charge:R:1 method="wB97M-V/def2-TZVPD" homo_lumo_gap_ev=6.48 total_charge=-1 fmax_ev_per_a=2.04 e_lumo_ha=0.0857 e_homo_ev=-4.143
Tl 0.9252 3.8513 -0.6400 0.706
C 0.6898 2.5917 -3.9128 -0.105
O 1.4906 2.3648 -2.7774 -0.277
C 1.9533 1.0963 -2.5469 -0.220
C 2.1753 0.2023 -3.5873 -0.034
C 2.6705 -1.0675 -3.3524 -0.108
C 2.9568 -1.4527 -2.0563 -0.109
C 2.7585 -0.5701 -1.0184 -0.022
C 2.2406 0.7174 -1.2136 -0.181
N 2.0002 1.5825 -0.1419 -0.005
N 2.2310 1.0007 0.9969 0.070
C 2.1172 1.5229 2.2146 -0.152
C 1.5322 2.8026 2.5806 -0.360
O 0.8652 3.5267 1.8136 -0.195
C 1.7252 3.2510 3.9466 -0.005
C 2.3102 2.4903 4.8877 -0.039
C 2.7116 1.1537 4.6016 -0.188
C 3.1877 0.3256 5.6250 -0.060
C 3.4998 -0.9904 5.3861 -0.117
C 3.3793 -1.4891 4.0899 -0.101
C 2.9726 -0.6748 3.0611 -0.030
C 2.6032 0.6630 3.2775 -0.097
H 1.2797 2.6018 -4.8361 0.087
H 0.2336 3.5710 -3.7657 0.080
H -0.1015 1.8426 -3.9970 0.095
H 1.9559 0.4885 -4.6043 0.100
H 2.8233 -1.7442 -4.1808 0.093
H 3.3269 -2.4473 -1.8598 0.093
H 2.9816 -0.8633 -0.0065 0.079
H 1.3611 4.2450 4.1609 0.109
H 2.4493 2.8589 5.8957 0.107
H 3.2945 0.7362 6.6216 0.102
H 3.8334 -1.6322 6.1913 0.089
H 3.6070 -2.5279 3.8997 0.093
H 2.9059 -1.0696 2.0625 0.083
C -5.1272 -4.6922 -1.4695 -0.077
C -5.5636 -3.5977 -2.3851 -0.733
O -5.3834 -3.5250 -3.5615 0.041
S -6.4013 -2.2600 -1.4737 0.938
C -4.9245 -1.2445 -1.3625 -0.547
C -4.2718 -0.8110 -2.5064 -0.099
C -3.2071 0.0550 -2.3804 -0.027
C -2.7992 0.5137 -1.1166 -0.269
C -3.4566 0.0235 0.0245 -0.032
C -4.5051 -0.8611 -0.0957 -0.118
C -1.7875 1.4865 -0.9838 -0.187
C -0.9851 2.3966 -0.8377 -0.138
H -4.6805 -5.5098 -2.0291 0.081
H -5.9822 -5.0422 -0.8953 0.075
H -4.3999 -4.2815 -0.7702 0.088
H -4.5998 -1.1600 -3.4757 0.100
H -2.6996 0.4212 -3.2651 0.110
H -3.1412 0.3727 0.9999 0.117
H -5.0315 -1.2418 0.7684 0.095

***

54
Properties=species:S:1:pos:R:3:lowdin_charge:R:1 method="wB97M-V/def2-TZVPD" homo_lumo_gap_ev=4.71 total_charge=+1 fmax_ev_per_a=2.29 e_lumo_ha=-0.2055 e_homo_ev=-10.305
Rh -0.4118 0.5544 -1.7070 1.126
C -1.2570 2.9587 -6.3655 -0.076
C -2.4225 3.2840 -5.6883 -0.066
C -2.5570 3.0261 -4.3350 -0.026
C -1.4976 2.4464 -3.6275 -0.283
C -0.3191 2.1185 -4.3311 -0.061
C -0.2053 2.3595 -5.6831 -0.074
N -1.5379 2.1072 -2.2795 -0.064
C -2.4351 2.5102 -1.3105 -0.208
C -3.1340 3.7133 -1.2610 0.000
C -3.9687 3.9718 -0.1853 -0.030
C -4.1544 3.0339 0.8306 -0.056
C -3.4808 1.8311 0.8041 0.011
C -2.5969 1.5838 -0.2438 -0.184
N -1.8643 0.4269 -0.4138 -0.063
N -2.1132 -0.6270 0.2065 0.169
C -1.5025 -1.7551 -0.2613 -0.313
C -1.7607 -2.9780 0.3585 0.034
C -1.1223 -4.1107 -0.1031 -0.016
C -0.2441 -4.0058 -1.1728 -0.007
C -0.0682 -2.7647 -1.7683 -0.082
N -0.6823 -1.6783 -1.3354 0.033
H -1.1677 3.1669 -7.4224 0.109
H -3.2451 3.7378 -6.2244 0.113
H -3.4920 3.2248 -3.8311 0.106
H 0.5288 1.7077 -3.7745 0.089
H 0.7026 2.1017 -6.2112 0.113
H -2.9921 4.4517 -2.0363 0.120
H -4.4853 4.9207 -0.1376 0.121
H -4.8265 3.2498 1.6491 0.116
H -3.6182 1.0893 1.5786 0.120
H -2.4606 -3.0007 1.1821 0.128
H -1.3037 -5.0717 0.3579 0.126
H 0.2923 -4.8656 -1.5460 0.122
H 0.5941 -2.6376 -2.6150 0.131
C 5.1145 -1.0740 6.1396 -0.059
C 5.3872 -2.3881 5.4861 -0.678
O 6.4283 -2.8523 5.1610 0.075
S 3.7979 -3.3798 5.2420 0.966
C 3.1793 -2.4715 3.8584 -0.557
C 4.0031 -2.0900 2.8003 -0.075
C 3.4782 -1.4001 1.7228 -0.017
C 2.1208 -1.0743 1.6841 -0.260
C 1.2959 -1.4709 2.7480 -0.037
C 1.8173 -2.1706 3.8174 -0.098
C 1.5157 -0.4022 0.5851 -0.122
C 0.9707 0.1486 -0.3491 -0.128
H 6.0135 -0.4586 6.1544 0.092
H 4.7902 -1.2699 7.1629 0.093
H 4.3031 -0.5531 5.6342 0.081
H 5.0528 -2.3525 2.8084 0.113
H 4.1154 -1.1239 0.8933 0.121
H 0.2436 -1.2172 2.7182 0.109
H 1.1815 -2.4806 4.6364 0.105

***

59
Properties=species:S:1:pos:R:3:lowdin_charge:R:1 method="wB97M-V/def2-TZVPD" homo_lumo_gap_ev=5.87 total_charge=0 fmax_ev_per_a=1.11 e_lumo_ha=-0.0444 e_homo_ev=-7.082
Ti -0.9656 0.8175 -2.1579 0.821
C 3.2800 -4.4511 1.4531 -0.082
O 3.3758 -3.0554 1.2358 -0.093
C 2.7862 -2.2373 2.1445 -0.279
C 2.1014 -2.6781 3.2705 -0.011
C 1.5348 -1.7453 4.1314 -0.034
C 1.5986 -0.3908 3.8566 -0.286
C 2.3261 0.0480 2.7467 -0.013
C 2.9154 -0.8681 1.9028 0.018
N 0.9464 0.4718 4.8080 0.076
N 0.2299 1.4234 4.4643 0.081
C -0.0567 1.6576 3.0770 -0.243
C 0.2472 2.8800 2.5425 -0.017
C 0.1265 3.1387 1.1610 0.029
C -0.3166 2.1434 0.3256 -0.319
O -0.4099 2.2296 -0.9909 -0.267
C -0.7452 0.9184 0.8898 -0.139
N -1.2519 0.0392 -0.0171 0.070
C -1.7212 -1.1046 0.4360 -0.096
C -1.7085 -1.4424 1.7992 -0.009
C -1.1714 -0.5752 2.7102 0.020
C -0.6545 0.6580 2.2625 -0.101
H 3.8051 -4.9223 0.6271 0.092
H 2.2379 -4.7818 1.4565 0.096
H 3.7552 -4.7403 2.3936 0.097
H 2.0124 -3.7301 3.4976 0.103
H 1.0168 -2.0726 5.0243 0.118
H 2.4316 1.1031 2.5398 0.120
H 3.4796 -0.5451 1.0374 0.124
H 0.6521 3.6417 3.1972 0.120
H 0.4258 4.0920 0.7474 0.124
H -2.1311 -1.7858 -0.2961 0.097
H -2.1278 -2.3896 2.1068 0.114
H -1.1572 -0.8189 3.7646 0.121
Se 1.2949 1.9887 -3.3856 0.729
Se -1.6587 1.0066 -4.7634 0.710
C -2.8151 2.1578 -3.8585 -0.716
C -3.7880 2.9993 -4.4142 -0.082
C -4.5330 3.7909 -3.5746 -0.054
C -4.3078 3.7640 -2.1924 -0.056
C -3.3315 2.9293 -1.7137 -0.101
N -2.6170 2.1397 -2.5304 -0.106
C 1.7898 0.3006 -2.8083 -0.739
C 3.0594 -0.2980 -2.9133 -0.090
C 3.2404 -1.5728 -2.4454 -0.054
C 2.1629 -2.2813 -1.8891 -0.062
C 0.9477 -1.6584 -1.8286 -0.116
N 0.7703 -0.3947 -2.2646 -0.115
H -3.9329 3.0072 -5.4848 0.108
H -5.2950 4.4424 -3.9835 0.111
H -4.8779 4.3823 -1.5151 0.104
H -3.0907 2.8690 -0.6596 0.121
H 3.8655 0.2653 -3.3614 0.106
H 4.2149 -2.0399 -2.5132 0.113
H 2.2796 -3.2897 -1.5211 0.100
H 0.0669 -2.1491 -1.4368 0.102
S -4.8561 -1.4228 -2.3273 0.616
C -3.3053 -1.0651 -2.3738 -0.963
N -2.1509 -0.7987 -2.3889 -0.119